The following is a quantum chemistry calculation of a molecular structure, C23H30ClO9W, from the OMol25 dataset.

Cartesian coordinates (Å):
W  0.077  -0.157  2.930
Cl  0.040  0.094  6.755
O  2.146  -0.918  -3.153
O  1.160  -0.797  7.052
O  1.657  0.239  -5.010
O  -0.426  0.281  0.961
O  0.230  1.499  7.183
O  -1.185  -0.474  7.249
O  0.025  0.516  4.776
O  -0.923  -1.515  -5.518
O  -1.800  0.491  -5.118
C  -1.581  2.206  -0.959
C  3.059  0.254  -5.322
C  0.048  -2.578  -5.273
C  -1.560  -1.759  2.302
C  -2.306  -0.860  3.139
C  -0.653  -1.876  4.419
C  -1.040  -0.381  -4.787
C  1.331  -0.352  -3.848
C  -1.071  -0.343  -1.240
C  -2.952  2.547  -0.545
C  -0.155  -0.207  -3.516
C  2.129  0.895  2.035
C  -1.409  1.080  -1.887
C  2.244  -0.550  2.089
C  -0.535  -2.396  3.105
C  1.889  0.254  4.261
C  -0.643  -1.210  -2.420
C  -1.735  -0.911  4.425
C  1.973  1.382  3.345
C  -0.444  3.051  -0.567
C  -0.315  1.234  -2.949
C  0.102  -0.219  -0.237
C  2.162  -0.958  3.447
H  0.639  1.540  -2.487
H  -0.783  3.799  0.157
H  2.259  1.517  1.144
H  -2.965  2.916  0.487
H  -1.855  -2.085  1.306
H  -2.190  -0.338  5.228
H  2.190  0.298  5.318
H  3.623  0.787  -4.547
H  0.162  -1.914  -2.173
H  3.116  0.781  -6.274
H  -3.621  1.682  -0.631
H  1.011  -2.264  -5.699
H  0.203  -3.145  2.778
H  -3.349  3.348  -1.188
H  -0.592  1.918  -3.760
H  0.143  -2.830  -4.203
H  0.376  2.491  -0.096
H  -3.143  -0.193  2.868
H  -1.526  -1.752  -2.797
H  2.235  -1.986  3.846
H  -0.027  3.591  -1.429
H  0.030  -2.144  5.224
H  -0.351  -3.426  -5.835
H  0.914  0.455  -0.619
H  -1.971  -0.736  -0.724
H  3.434  -0.771  -5.421
H  1.837  2.420  3.682
H  0.584  -1.227  -0.113
H  2.448  -1.214  1.237
H  -2.370  0.919  -2.402

## Properties
**Charge**: -1
**LUMO energy (alpha / beta)**: 0.075 / 0.075 Ha
**Expectation value of S²**: 2.023
**Spin multiplicity**: 3
**Orbital gap (alpha / beta)**: 4.96 / 4.92 eV


The following is a quantum chemistry calculation of a molecular structure, C33H40F4N6ORbS3Si2, from the OMol25 dataset.

Cartesian coordinates (Å):
Rb  -0.413  0.881  0.015
S  5.750  0.624  1.967
S  2.861  0.489  -0.133
S  2.713  3.008  2.174
Si  -2.183  -2.300  1.774
Si  0.398  -1.474  3.755
F  1.044  -1.071  -4.152
F  -1.367  0.965  -7.684
F  1.088  1.192  -2.885
F  -1.331  3.226  -6.393
O  -1.339  -0.747  -1.855
N  -0.474  5.933  -4.729
N  0.152  -3.693  -5.341
N  -1.924  -1.856  -3.729
N  -1.518  -1.948  -8.873
N  -0.187  3.426  -1.211
N  -2.036  1.078  2.526
C  3.911  2.247  3.302
C  -1.237  -1.156  2.917
C  -0.353  4.858  -4.317
C  -3.518  -1.354  0.869
C  4.293  0.789  3.055
C  -1.082  -3.172  0.545
C  3.610  3.114  0.596
C  -1.958  0.045  3.377
C  -4.096  0.384  -2.540
C  -0.713  2.180  -5.817
C  0.427  -0.031  -4.752
C  -0.090  -2.715  -5.917
C  -3.005  -3.564  2.902
C  1.655  -2.207  2.576
C  -0.188  3.491  -2.376
C  -2.851  0.369  -3.353
C  0.148  -2.670  5.185
C  -0.743  0.976  -6.494
C  -1.007  -1.715  -7.862
C  1.038  0.157  4.420
C  -2.538  0.114  4.650
C  -2.662  2.188  2.916
C  -0.209  3.566  -3.766
C  2.979  2.256  -0.492
C  -0.219  -0.218  -5.979
C  5.247  -0.645  0.776
C  -0.136  2.342  -4.557
C  -1.950  -0.789  -2.923
C  4.532  -0.126  -0.465
C  -3.200  1.263  5.034
C  -3.264  2.334  4.153
C  -0.382  -1.521  -6.605
C  0.459  1.175  -4.085
H  1.179  0.881  3.612
H  0.342  0.592  5.141
H  -3.765  3.256  4.413
H  4.441  -0.931  -1.197
H  -0.569  -2.474  -0.120
H  -4.182  1.012  -1.666
H  -3.643  -3.064  3.635
H  4.642  -1.393  1.291
H  -4.901  -0.302  -2.760
H  -0.344  -3.819  1.022
H  2.000  0.020  4.922
H  3.466  0.248  2.602
H  -4.122  -0.745  1.545
H  1.404  -3.228  2.290
H  6.175  -1.137  0.477
H  1.091  -2.855  5.706
H  -2.282  1.289  -3.213
H  -2.683  2.998  2.196
H  3.505  2.382  -1.441
H  -3.078  0.273  -4.418
H  4.801  2.876  3.357
H  -1.704  -3.803  -0.096
H  -2.267  -4.158  3.445
H  3.413  2.321  4.271
H  -1.225  -2.570  -3.566
H  1.745  -1.610  1.665
H  -0.561  -2.274  5.915
H  -3.658  1.327  6.014
H  2.637  -2.231  3.059
H  -4.182  -2.066  0.372
H  -2.198  -1.767  -4.697
H  -0.231  -3.631  4.831
H  5.102  0.680  -0.927
H  1.955  2.597  -0.668
H  -3.630  -4.251  2.328
H  -2.464  -0.738  5.314
H  3.578  4.156  0.277
H  -3.108  -0.712  0.088
H  4.648  2.841  0.775
H  4.541  0.316  4.007

## Properties
**Charge**: -1
**LUMO energy (alpha / beta)**: 0.010 / 0.051 Ha
**Energy above the lowest of the compared OMol25 structures with the same formula, charge and spin**: 0.000 eV
**Orbital gap (alpha / beta)**: 3.92 / 5.03 eV


The following is a quantum chemistry calculation of a molecular structure, C30H45N5O2PdS, from the OMol25 dataset.

Cartesian coordinates (Å):
Pd  -0.402  -0.114  0.773
S  -1.320  -1.927  -0.055
O  0.118  0.043  2.941
O  1.419  -0.747  0.192
N  -0.646  -3.872  -1.645
N  1.373  1.834  3.508
N  1.130  -2.531  -1.278
N  0.163  0.651  5.117
N  -1.797  1.366  -0.238
C  3.816  -2.378  -1.947
C  1.825  -1.587  -0.667
C  -2.235  2.777  -2.224
C  -2.047  -4.309  -1.563
C  5.139  -2.246  -2.332
C  3.248  -1.455  -1.070
C  -2.283  -5.281  -0.423
C  -0.558  0.916  -2.181
C  -0.894  2.211  -4.108
C  0.759  1.418  6.205
C  -2.041  2.687  1.758
C  5.338  -0.264  -0.978
C  0.463  -4.291  -3.826
C  4.017  -0.398  -0.586
C  1.969  2.735  4.498
C  -2.834  1.918  0.685
C  1.913  1.857  2.166
C  0.842  0.356  -4.185
C  -0.156  -2.795  -1.048
C  -1.893  3.031  -3.517
C  0.539  0.814  3.838
C  -2.528  4.140  -4.307
C  -0.642  -0.496  5.506
C  -3.481  0.672  1.313
C  -1.584  1.693  -1.474
C  5.900  -1.188  -1.850
C  0.250  -4.770  -2.404
C  -0.208  1.163  -3.478
C  -3.938  2.817  0.141
C  1.093  2.815  5.729
H  6.934  -1.088  -2.151
H  3.217  -3.199  -2.313
H  -1.364  2.043  2.319
H  -2.966  3.405  -1.745
H  2.424  0.929  1.904
H  -0.088  0.110  -1.630
H  -4.662  2.940  0.945
H  0.567  -0.699  -4.192
H  2.613  2.688  2.095
H  -0.032  -1.221  6.049
H  5.580  -2.970  -3.003
H  1.613  3.365  6.513
H  -3.591  3.819  -0.109
H  2.070  3.716  4.032
H  -2.079  -4.816  0.541
H  -4.146  1.013  2.106
H  -4.063  0.111  0.582
H  -2.275  -4.762  -2.529
H  0.035  1.445  7.020
H  3.577  0.310  0.101
H  -2.341  5.103  -3.833
H  1.045  -5.023  -4.382
H  1.651  0.904  6.578
H  -2.740  0.001  1.769
H  -1.652  -6.164  -0.518
H  0.171  3.354  5.500
H  -3.606  3.999  -4.368
H  -0.486  -4.159  -4.346
H  -4.473  2.378  -0.701
H  -1.058  -0.974  4.624
H  1.800  0.441  -3.671
H  -3.320  -5.611  -0.428
H  1.130  2.040  1.410
H  1.004  -3.346  -3.833
H  -2.139  4.185  -5.322
H  -2.685  -3.428  -1.477
H  5.934  0.554  -0.600
H  -1.449  -0.161  6.156
H  -2.768  3.105  2.455
H  -1.475  3.510  1.320
H  2.974  2.386  4.757
H  1.191  -4.855  -1.862
H  -0.234  -5.746  -2.386
H  0.976  0.683  -5.213
H  -0.642  2.421  -5.143

## Properties
**Charge**: +2
**LUMO energy**: -0.327 Ha
**Energy above the lowest of the compared OMol25 structures with the same formula, charge and spin**: 0.000 eV
**Orbital gap**: 4.70 eV


The following is a quantum chemistry calculation of a molecular structure, C31H36F5N7OPPt, from the OMol25 dataset.

Cartesian coordinates (Å):
Pt  -0.814  -1.085  0.357
P  0.662  2.033  -0.001
F  0.683  -1.976  -2.249
F  5.030  -2.560  -0.609
F  1.524  -1.797  2.407
F  3.283  -2.372  -2.690
F  4.127  -2.167  1.933
O  0.348  -4.577  0.336
N  0.132  -7.516  2.075
N  -1.955  -2.787  0.658
N  0.048  0.645  -0.140
N  0.735  -5.337  -0.568
N  -3.237  -2.038  -1.172
N  1.545  -8.321  -2.067
N  -2.850  -0.268  0.302
C  1.209  -7.560  -1.268
C  1.906  -1.973  1.117
C  -1.700  -3.724  1.577
C  -3.010  -5.328  0.427
C  -3.313  -4.356  -0.513
C  2.568  1.992  -0.162
C  0.292  2.941  1.649
C  3.723  -2.342  -0.380
C  0.959  -2.013  0.109
C  -1.511  2.921  -1.534
C  -2.810  -3.079  -0.329
C  -2.238  -4.995  1.522
C  -1.123  3.533  1.603
C  -4.930  1.172  -0.785
C  3.087  1.346  1.135
C  -4.311  1.613  0.382
C  1.220  4.096  2.041
C  3.259  -2.170  0.907
C  0.006  3.136  -1.415
C  0.439  -7.126  1.033
C  -3.529  -0.760  -0.737
C  2.829  -2.283  -1.430
C  1.490  -2.065  -1.170
C  0.619  2.602  -2.720
C  -3.272  0.859  0.878
C  2.916  1.031  -1.311
C  0.297  1.873  2.756
C  0.792  -6.648  -0.262
C  3.338  3.294  -0.412
C  -4.557  -0.028  -1.344
C  0.311  4.637  -1.337
H  1.656  2.911  -2.839
H  1.302  1.656  3.113
H  -1.751  1.874  -1.336
H  -0.287  2.230  3.611
H  0.565  1.514  -2.768
H  3.893  0.578  -1.119
H  -5.723  1.753  -1.238
H  4.402  3.046  -0.492
H  1.362  4.848  -1.150
H  -2.080  3.554  -0.856
H  -3.944  -4.571  -1.365
H  4.090  0.945  0.964
H  -1.849  2.819  1.232
H  -1.414  3.826  2.618
H  -3.385  -6.336  0.303
H  -1.830  3.161  -2.553
H  3.234  4.029  0.383
H  2.454  0.516  1.446
H  -0.133  0.934  2.402
H  -1.979  -5.718  2.280
H  2.978  1.540  -2.270
H  -0.273  5.151  -0.575
H  -1.010  -3.432  2.354
H  -2.725  1.144  1.765
H  1.279  4.859  1.264
H  2.180  0.235  -1.385
H  0.055  5.097  -2.298
H  -4.606  2.529  0.873
H  -1.184  4.423  0.980
H  0.816  4.577  2.939
H  3.158  2.057  1.958
H  0.058  3.016  -3.564
H  3.055  3.760  -1.356
H  -5.057  -0.422  -2.220
H  -3.752  -2.341  -1.980
H  2.228  3.768  2.280

## Properties
**Charge**: -1
**LUMO energy**: 0.068 Ha
**Energy above the lowest of the compared OMol25 structures with the same formula, charge and spin**: 0.829 eV
**Orbital gap**: 6.67 eV


no.,DFT total energy (a.u.)
1,-2098.44011
2,-3882.42318
3,-2119.93466
4,-2621.37504